A:
Entry from the OMol25 dataset: one molecule with the formula C4H6N2O2 (ωB97M-V/def2-TZVPD).

Last column: Mulliken charge in e.
Geometry (Å):
C  -0.67099  0.98101  -0.69175  0.02
C  -0.14678  -0.16443  -1.28911  -0.60
C  0.44037  -0.89933  -0.24958  0.88
C  0.35511  -0.12613  0.93478  -0.28
H  -1.59190  1.82165  -2.28521  0.23
H  -2.32610  2.22826  -0.81340  0.23
H  -0.24244  -0.39332  -2.29910  0.39
H  0.77210  -2.57442  -1.05329  0.30
H  1.48821  -1.22315  1.82419  0.33
H  -0.13425  1.87420  1.04261  0.28
N  -1.43720  1.98515  -1.27473  -0.52
N  -0.35604  0.96875  0.68924  -0.14
O  0.91254  -2.15420  -0.20871  -0.58
O  0.92755  -0.49045  2.14080  -0.54

Its total charge is 0. The calculation puts the lowest unoccupied orbital energy at 0.76 eV. The highest occupied orbital energy is -6.4177 eV. As for the SMILES: Nc1cc(O)c(O)[nH]1.

B:
Entry from the OMol25 dataset: one molecule with the formula C4H6N2O2 (ωB97M-V/def2-TZVPD).

Last column: Mulliken charge in e.
Geometry (Å):
C  -1.54323  0.11524  0.11816  0.60
C  0.71509  0.73583  -0.39027  0.63
C  2.05284  0.37911  -0.00901  -0.37
C  2.21443  -0.91436  0.20855  -0.53
H  -2.24688  -1.52973  -0.98038  0.22
H  -3.39017  -0.45709  -0.61304  0.25
H  -1.16843  1.64567  1.37776  0.27
H  2.85537  1.03036  0.32015  0.35
H  3.20835  -1.33618  0.60806  0.22
H  1.43192  -1.63619  0.10995  0.26
N  -2.50000  -0.77677  -0.36683  -0.41
N  -1.80573  1.23260  0.74056  -0.68
O  -0.22301  -0.26738  -0.33853  -0.36
O  0.39948  1.77888  -0.78513  -0.43

Its total charge is 0. The calculation puts the lowest unoccupied orbital energy at 0.44 eV. The highest occupied orbital energy is -9.2752 eV. As for the SMILES: [H]/N=C(/N)OC(=O)C=C.

C:
Entry from the OMol25 dataset: one molecule with the formula C4H6N2O2 (ωB97M-V/def2-TZVPD).

Last column: Mulliken charge in e.
Geometry (Å):
C  1.99966  -0.60589  0.05684  -0.63
C  -0.18987  -1.15881  -0.06945  0.32
C  -1.96915  0.19601  -0.11986  -0.85
C  -0.63248  0.13450  -0.12752  0.94
H  1.77625  -0.03376  1.05000  0.28
H  1.58636  0.32383  -0.63684  0.30
H  3.06343  -0.80987  0.02025  0.31
H  -2.56905  1.02033  0.03847  0.45
H  -0.54978  2.18808  0.53038  0.33
H  -0.17326  2.01268  -0.82701  0.35
N  -2.34671  -1.04723  0.15697  -0.46
N  0.22880  1.37816  0.05487  -0.78
O  1.01078  -1.71163  -0.10112  -0.39
O  -1.23498  -1.88640  -0.02599  -0.16

Its total charge is 0. The calculation puts the lowest unoccupied orbital energy at 0.56 eV. The highest occupied orbital energy is -8.6446 eV. As for the SMILES: COc1oncc1N.

From most stable to least stable, the computed energies give A, B, C.

A:
Entry from the OMol25 dataset: one molecule with the formula C4H6N2O2 (ωB97M-V/def2-TZVPD).

Last column: Mulliken charge in e.
Geometry (Å):
C  1.38704  -0.33444  -0.37828  -0.52
C  0.21542  -0.18933  0.47351  0.28
C  -1.54360  1.36584  0.07600  0.07
C  -0.95348  -1.13961  0.28133  -0.21
H  2.54163  1.15905  -0.76112  0.40
H  1.39594  -1.46572  0.00598  0.23
H  0.90599  -0.13050  -1.33280  0.32
H  0.49189  -0.54383  1.46096  0.28
H  -1.78555  2.46150  0.14674  0.35
H  -0.82516  -2.22792  0.31480  0.43
N  -2.34882  0.44597  -0.42043  -0.31
N  -2.13257  -0.86872  -0.14518  -0.39
O  2.64066  0.19520  -0.07091  -0.53
O  0.01061  1.27251  0.34940  -0.40

Its total charge is 0. The calculation puts the lowest unoccupied orbital energy at -0.35 eV. The highest occupied orbital energy is -9.4560 eV. As for the SMILES: OC[C@@H]1C=NN=CO1.

B:
Entry from the OMol25 dataset: a 2-piece molecular cluster, C4H6N2O2 overall (ωB97M-V/def2-TZVPD).

Last column: Mulliken charge in e.
Geometry (Å):
C  1.40800  -1.64325  -0.36419  -0.66
C  1.66801  -0.50550  0.22472  0.41
C  -1.58512  1.65593  -0.29022  -0.23
C  1.57796  0.67550  0.72139  -0.69
N  -0.99011  0.59064  -0.65020  -0.39
N  -1.39325  -0.68379  -0.09856  1.05
O  -1.54931  -1.53497  -0.96158  -0.54
O  -1.56047  -0.63171  1.09563  -0.49
H  1.21442  -2.52036  0.26763  0.24
H  -2.50942  1.63550  0.47526  0.24
H  1.74306  -1.92434  -1.36166  0.25
H  -1.25330  2.61877  -0.64065  0.34
H  2.54970  1.04388  0.97946  0.30
H  0.67983  1.22369  0.60297  0.19

Its total charge is 0. The calculation puts the lowest unoccupied orbital energy at -0.45 eV. The highest occupied orbital energy is -9.7220 eV. As for the SMILES: C=N[N+](=O)[O-].C=C=C.

From most stable to least stable, the computed energies give A, B.